A molecular structure, C38H36IN14OSSiY, computed with ωB97M-V with the def2-TZVPD basis set.

Geometry as XYZ:
```
93
Properties=species:S:1:pos:R:3:forces:R:3
Y 0.212 -0.951 -1.255 0.13 -0.30 0.21
N -0.748 -4.847 -1.148 0.03 0.00 -0.03
C -1.433 -4.044 -2.034 -0.02 -0.01 0.00
N -2.362 -4.552 -2.826 -0.01 -0.01 0.02
N -2.808 -3.485 -3.524 0.01 0.01 -0.01
N -2.182 -2.423 -3.173 -0.03 0.01 0.00
N -1.275 -2.730 -2.200 0.06 0.02 0.03
C 0.246 -4.459 -0.291 -0.05 0.00 0.01
N 0.800 -5.315 0.569 -0.02 -0.01 -0.01
N 1.695 -4.576 1.234 0.00 0.02 -0.01
N 1.675 -3.366 0.798 0.00 0.01 0.02
N 0.753 -3.236 -0.191 0.04 -0.02 0.00
H -1.005 -5.817 -1.137 0.00 0.00 0.01
I -2.651 0.539 -1.627 -0.01 0.06 -0.06
C -2.408 0.885 -3.680 -0.02 -0.01 0.08
C -3.451 1.484 -4.325 0.02 0.00 -0.01
C -3.344 1.770 -5.702 0.01 0.00 -0.01
C -2.195 1.457 -6.365 -0.01 0.00 -0.01
C -1.107 0.841 -5.699 0.02 -0.01 0.01
C 0.083 0.546 -6.408 -0.01 0.00 0.02
C 1.130 -0.026 -5.750 -0.01 0.01 -0.02
C 1.022 -0.344 -4.378 -0.14 -0.01 0.02
C -0.111 -0.126 -3.612 0.09 0.04 -0.07
C -1.188 0.514 -4.312 -0.03 0.02 -0.02
H -4.354 1.738 -3.786 0.00 0.00 0.00
H -4.174 2.238 -6.219 0.00 0.00 0.00
H -2.092 1.677 -7.423 0.00 0.00 0.00
H 0.139 0.792 -7.463 0.00 0.00 0.00
H 2.053 -0.245 -6.279 0.00 0.00 0.00
H 1.905 -0.784 -3.924 -0.01 -0.01 -0.01
C 4.441 0.602 1.978 0.01 0.01 -0.02
C 4.674 -0.172 0.736 -0.01 -0.01 0.01
N 5.809 -0.348 0.136 0.00 0.00 0.00
N 5.481 -1.097 -0.966 0.01 0.00 0.01
C 4.165 -1.368 -1.076 0.02 0.02 0.03
S 3.346 -2.184 -2.269 -0.04 0.00 -0.03
N 3.658 -0.774 0.041 0.02 0.04 -0.01
N 2.311 -0.800 0.365 -0.09 -0.06 -0.04
H 5.396 0.940 2.372 0.00 0.00 0.00
H 3.929 -0.009 2.723 0.00 0.00 0.00
H 3.813 1.471 1.769 0.00 0.00 0.01
H 6.180 -1.368 -1.631 -0.01 0.00 -0.01
H 2.049 0.050 0.846 -0.02 0.03 0.00
H 2.123 -1.667 0.902 -0.02 0.03 0.03
C -1.508 -1.388 4.836 0.03 0.00 -0.02
C -0.768 -1.610 3.512 0.00 -0.03 0.01
C 0.734 -1.729 3.797 -0.01 0.01 -0.02
C -1.259 -2.928 2.897 -0.01 0.02 0.00
Si -1.064 -0.211 2.247 -0.14 -0.14 0.01
O -0.473 -0.584 0.815 0.20 0.16 -0.17
C -2.936 0.051 2.101 0.00 0.01 -0.04
C -3.660 -0.895 1.364 0.00 0.01 -0.01
C -5.030 -0.775 1.175 -0.01 0.01 0.01
C -5.713 0.304 1.720 0.01 0.00 0.00
C -5.014 1.262 2.442 -0.02 0.01 0.00
C -3.643 1.134 2.625 0.01 -0.01 0.02
C -0.281 1.368 2.955 -0.06 0.00 0.05
C 0.703 2.024 2.217 0.01 0.02 -0.03
C 1.347 3.161 2.692 0.00 0.01 0.01
C 1.018 3.669 3.939 0.00 0.01 -0.01
C 0.030 3.045 4.691 0.00 0.01 0.00
C -0.610 1.915 4.201 0.02 0.00 0.00
H -1.421 -2.288 5.459 -0.01 0.00 0.01
H -2.572 -1.191 4.681 -0.01 0.00 0.01
H -1.083 -0.559 5.407 0.00 -0.01 0.00
H 0.914 -2.524 4.532 0.00 0.00 0.00
H 1.144 -0.797 4.199 0.00 0.01 0.01
H 1.284 -2.002 2.896 -0.01 0.00 0.02
H -0.968 -3.771 3.535 0.00 0.00 0.00
H -0.832 -3.097 1.908 0.01 0.00 0.00
H -2.348 -2.940 2.809 0.00 -0.01 -0.01
H -3.137 -1.723 0.898 0.00 -0.01 0.01
H -5.557 -1.512 0.581 0.00 0.00 0.00
H -6.780 0.407 1.566 0.00 0.00 0.00
H -5.537 2.119 2.851 0.00 0.00 0.00
H -3.114 1.908 3.170 0.00 -0.01 -0.01
H 0.930 1.673 1.218 0.01 -0.02 0.00
H 2.085 3.658 2.072 0.00 0.00 0.00
H 1.513 4.557 4.316 0.00 0.00 0.00
H -0.247 3.445 5.660 0.00 0.00 0.00
H -1.387 1.458 4.803 0.01 0.00 0.00
N 3.641 6.290 -1.322 0.01 0.00 0.00
C 3.115 5.265 -1.353 -0.01 0.02 0.00
C 2.463 3.989 -1.379 -0.01 -0.04 0.00
C 3.164 2.841 -1.755 0.00 0.03 -0.01
C 2.519 1.614 -1.746 -0.01 0.00 -0.03
C 1.178 1.421 -1.348 0.11 0.08 0.02
C 0.514 2.621 -1.022 0.00 -0.01 0.00
C 1.116 3.869 -1.031 0.01 0.03 0.00
H 4.203 2.924 -2.056 0.00 0.00 0.00
H 3.097 0.761 -2.097 0.01 0.00 0.01
H -0.530 2.583 -0.721 0.00 0.00 0.01
H 0.558 4.757 -0.752 0.00 0.00 0.00
```
Forces are in eV/Å.

Molar mass ... 980.8 g/mol
Max |F| ... 0.4 eV Å⁻¹
E_LUMO ... 4.022 eV
Charge ... -2

Here are the Mulliken charges for atoms 1 to 4, given in e:
1. Y -0.116
2. N -0.037
3. C 0.236
4. N -0.652


A gas-phase ion, C5H12NO (charge +1), computed with ωB97M-V with the def2-TZVPD basis set.

Geometry as XYZ:
```
19
Properties=species:S:1:pos:R:3:forces:R:3
C 0.860 1.632 -0.517 -0.11 0.59 -0.44
C -0.191 0.780 0.161 -0.95 0.06 0.78
C -1.439 0.528 -0.724 0.92 0.69 -0.01
C 0.432 -0.483 0.769 0.05 -0.10 -0.65
N 0.889 -1.376 -0.364 0.21 -0.28 -0.23
C -0.539 -1.323 1.589 0.18 0.12 -0.16
O -0.733 -2.472 1.305 -0.07 0.03 0.14
H 0.418 2.530 -0.956 -0.14 -0.09 0.11
H 1.317 1.124 -1.369 0.11 -0.15 0.00
H 1.641 1.991 0.147 0.09 -0.20 0.18
H -0.632 1.307 1.016 0.55 0.11 0.14
H -2.031 -0.317 -0.419 -0.28 -0.44 0.08
H -1.149 0.467 -1.765 -0.06 -0.36 -0.41
H -2.060 1.421 -0.662 -0.09 -0.09 -0.01
H 1.325 -0.213 1.335 -0.08 -0.07 0.22
H 0.211 -1.293 -1.124 0.00 -0.06 -0.12
H 1.810 -1.135 -0.730 -0.04 0.23 0.04
H 0.913 -2.371 -0.107 -0.26 0.11 0.32
H -1.043 -0.797 2.414 -0.03 -0.10 0.04
```
Forces are in eV/Å.

Molar mass ... 102.2 g/mol
Max |F| ... 1.2 eV Å⁻¹
E_LUMO ... -3.614 eV
Charge ... +1

Here are the Mulliken charges for atoms 1 to 4, given in e:
1. C -1.575
2. C 0.427
3. C -1.627
4. C -0.157


A single C2H4NP molecule, computed with ωB97M-V with the def2-TZVPD basis set.

Geometry as XYZ:
```
8
Properties=species:S:1:pos:R:3:forces:R:3
P -1.667 -0.160 0.141 1.81 2.59 0.55
C 0.109 -0.602 -0.211 0.73 -0.15 -2.49
C 1.167 0.476 -0.427 -1.05 -1.84 0.02
N 1.263 -0.177 0.650 0.68 0.84 -0.63
H -1.141 1.352 0.426 -1.36 -2.38 -0.28
H -1.691 -0.503 1.529 0.09 0.07 -0.25
H 0.292 -1.511 -0.918 -0.45 1.24 1.75
H 1.667 1.124 -1.189 -0.46 -0.37 1.33
```
Forces are in eV/Å.

Molar mass ... 73.0 g/mol
Max |F| ... 3.2 eV Å⁻¹
E_LUMO ... 0.807 eV

Here are the Mulliken charges for atoms 1 to 4, given in e:
1. P -0.119
2. C 0.109
3. C -0.231
4. N -0.407